# 1
C74H170N8O15S7 | the ωB97M-V functional and the def2-TZVPD basis

The calculation puts the HOMO-LUMO gap at 8.49 eV. The value obtained for the largest force on an atom is 3.7 eV Å⁻¹. The electronic energy is -197961.309 eV. Its net charge is 0. Its spin multiplicity is 1. As for the energy above the lowest of the compared OMol25 structures with the same formula, charge and spin: 50.4 kJ/mol.

Cartesian coordinates (Å):
S: 5.78 3.28 -2.03
S: 1.69 1.60 -4.96
S: -5.25 0.64 0.68
S: -5.95 -0.52 5.20
S: 0.91 -7.33 3.62
S: 4.58 -0.43 0.76
S: -4.69 4.99 2.40
O: -3.28 -3.80 5.63
O: 0.92 8.44 -0.77
O: -5.07 4.84 1.00
O: -4.60 -0.05 -0.49
O: 2.42 -2.94 -5.42
O: 0.26 -7.73 4.89
O: -6.64 0.63 4.46
O: 2.04 -0.49 3.21
O: 1.93 2.89 -4.26
O: -1.49 3.58 -4.08
O: 5.92 1.90 -1.57
O: 5.84 2.46 4.45
O: 3.05 -6.61 1.18
O: -5.48 -5.65 -0.99
O: 3.99 -1.60 1.52
N: 0.84 -0.84 2.47
N: 5.34 3.82 4.42
N: -4.28 -5.03 -1.52
N: -2.19 -5.66 5.13
N: -2.38 2.65 -4.58
N: 2.52 -4.37 1.20
N: 2.38 -4.12 -4.63
N: 0.78 7.06 -0.55
C: 4.10 3.61 -1.65
C: 5.88 6.16 4.03
C: -1.93 -0.81 1.81
C: -1.09 7.77 1.01
C: 1.69 -2.91 -2.46
C: 6.28 -0.48 1.12
C: 1.43 -5.37 -2.77
C: -5.82 -2.94 -1.98
C: -2.79 4.07 -6.45
C: 3.69 -4.67 -4.43
C: 4.66 -0.99 -0.93
C: -1.29 7.16 -2.28
C: -0.07 -1.48 3.47
C: 3.38 -5.42 1.30
C: -6.81 -2.01 4.66
C: 4.74 6.27 3.00
C: -4.78 -4.01 -2.49
C: 4.66 -3.65 -3.79
C: -1.46 -4.54 7.13
C: 2.75 -5.94 -2.32
C: 2.42 0.41 -3.93
C: -3.21 2.51 -2.15
C: -3.44 3.35 -5.29
C: -6.55 -0.53 1.19
C: 0.36 0.28 1.64
C: 4.43 3.34 2.02
C: 2.36 -8.46 3.71
C: 0.00 6.48 -1.68
C: -0.17 5.40 1.05
C: 4.79 -4.98 1.54
C: 0.05 -3.75 -4.08
C: -1.51 0.87 -3.17
C: 4.34 -5.04 -5.77
C: 3.61 -6.00 -3.54
C: -0.49 -0.56 4.61
C: 3.67 5.26 3.46
C: 2.96 1.38 -6.29
C: -2.76 1.74 -3.42
C: 1.42 0.54 0.59
C: 1.13 -4.66 0.94
C: -6.18 2.00 0.11
C: 0.18 -8.14 2.16
C: -5.39 -4.82 -3.67
C: -4.97 1.45 -4.62
C: 6.39 4.74 4.04
C: -2.79 -5.79 0.30
C: -4.45 2.38 -5.74
C: -0.86 -0.24 0.83
C: 7.15 4.51 2.80
C: -3.39 3.88 2.72
C: 0.65 -2.70 4.09
C: 7.41 4.63 5.27
C: -3.41 -4.57 -0.43
C: 5.69 3.29 -3.80
C: 3.16 2.93 4.09
C: -2.64 -2.69 -2.02
C: -3.81 0.75 -3.94
C: -4.14 4.38 -4.50
C: 0.19 6.93 0.82
C: 1.22 7.29 1.78
C: -0.88 4.71 -0.08
C: -2.42 -4.59 5.95
C: -2.63 -5.55 3.76
C: -0.23 4.95 -1.44
C: -0.10 1.55 2.42
C: -1.31 -1.94 2.65
C: 1.43 -4.02 -3.49
C: 1.02 6.57 -2.87
C: -6.01 4.17 3.24
C: 4.18 3.83 3.48
C: -4.38 -0.84 4.43
C: -3.59 -3.23 -3.10
C: -4.07 -3.63 0.60
C: -2.22 -3.82 -1.09
H: -6.32 -5.27 -3.32
H: 5.25 -5.63 -5.74
H: -2.39 -0.06 2.50
H: 0.93 6.92 2.78
H: -0.87 -2.70 1.93
H: -1.43 -6.28 5.34
H: -7.13 -0.60 0.31
H: 0.91 -6.05 -3.46
H: -0.16 -4.68 -4.62
H: 4.72 2.82 -4.04
H: 2.79 -0.99 2.84
H: -1.54 6.36 -2.95
H: 4.63 -6.23 -3.27
H: 3.20 -5.23 -1.61
H: -6.88 4.80 2.96
H: -3.81 0.07 4.46
H: 3.94 1.38 -5.83
H: 2.64 -6.91 -1.82
H: -1.21 0.50 -4.13
H: -1.71 0.10 -2.46
H: -0.86 8.77 0.72
H: -1.86 -4.59 -1.77
H: -3.84 -1.69 4.93
H: -1.75 -2.25 -2.48
H: 2.20 2.99 3.49
H: 3.35 3.24 1.66
H: 0.54 6.09 -3.69
H: -6.08 -1.50 1.32
H: 1.07 -5.48 0.21
H: -0.92 -1.07 5.46
H: -5.65 0.68 -5.09
H: 3.55 1.95 3.97
H: 7.97 3.73 5.10
H: 1.83 8.56 -1.17
H: 0.60 -3.81 0.48
H: -3.09 -1.83 -1.49
H: -4.96 4.12 -3.85
H: -2.11 -2.39 3.33
H: 1.57 -1.93 -2.84
H: -5.50 -6.58 -1.43
H: -5.28 2.87 -6.16
H: 1.28 8.37 1.87
H: -1.93 -4.24 8.00
H: 2.33 0.87 1.05
H: -5.52 -2.12 -1.30
H: -0.70 -7.59 1.85
H: 0.52 1.75 3.35
H: -5.71 -4.15 -4.54
H: 5.14 -0.15 -1.49
H: -2.55 3.46 -2.09
H: 6.73 -1.43 0.98
H: -2.47 -4.56 3.36
H: 5.06 6.06 1.98
H: 0.41 -0.05 4.97
H: -3.49 4.87 -3.74
H: -2.07 -6.33 -0.37
H: 1.97 6.14 -2.59
H: 3.21 -6.77 -4.18
H: 3.18 5.54 4.46
H: -0.59 -3.79 -3.22
H: 1.15 1.29 -0.13
H: -0.02 -2.85 -4.76
H: 6.66 4.68 1.87
H: 7.98 5.24 2.69
H: -1.09 7.81 2.09
H: -1.35 8.21 -2.67
H: -1.33 0.11 4.38
H: 2.22 6.87 1.58
H: -0.05 -3.47 4.44
H: -0.52 -1.08 0.19
H: -2.11 4.83 -6.01
H: 0.06 -9.17 2.44
H: -6.14 3.12 2.82
H: 5.25 -5.51 2.42
H: 5.18 -1.99 -1.03
H: 3.65 -1.20 -1.24
H: 6.51 2.89 -4.34
H: -1.47 -3.46 -0.32
H: -3.36 -3.58 1.43
H: 3.94 4.75 -1.62
H: -5.74 1.89 -3.95
H: 1.78 0.34 -3.05
H: 0.67 -5.20 -1.99
H: -3.56 2.79 2.41
H: 0.74 4.49 -1.38
H: 4.90 4.02 1.33
H: 0.47 -4.96 1.82
H: -4.12 0.13 -3.15
H: -0.74 -3.76 6.88
H: 3.34 -8.14 3.45
H: 5.57 6.42 4.99
H: 2.05 -3.26 -6.26
H: 1.32 -3.20 3.38
H: 0.99 -8.13 1.43
H: -0.70 3.13 -4.21
H: -7.02 -1.98 3.62
H: 1.26 -2.40 4.93
H: -6.63 -3.42 -1.50
H: -4.24 2.88 -2.19
H: 2.72 -2.94 -1.98
H: -2.00 -6.34 3.21
H: -1.84 7.13 0.60
H: -5.92 4.08 4.29
H: -0.84 4.53 -2.23
H: 1.58 -0.41 -0.02
H: -0.68 1.41 -2.72
H: 2.94 -3.47 1.44
H: -4.76 -5.65 -3.93
H: -3.58 -6.49 0.60
H: -3.12 1.87 -1.28
H: 8.04 5.52 5.27
H: 1.21 7.62 -3.17
H: -5.03 -3.94 1.00
H: -3.42 4.50 -7.22
H: -2.55 4.15 2.11
H: 4.23 -2.64 -4.07
H: 6.92 4.60 6.20
H: 4.42 -4.21 -6.52
H: -4.68 -1.15 3.45
H: -6.34 -2.96 4.92
H: 6.79 0.27 0.46
H: 2.82 5.24 2.79
H: -0.99 -5.51 7.18
H: -2.74 -1.24 1.25
H: 6.76 6.76 3.78
H: -1.08 1.44 2.91
H: -3.00 -3.93 -3.64
H: -3.43 0.13 -4.75
H: 3.40 3.15 -2.35
H: -2.35 -5.61 1.21
H: -3.10 4.04 3.73
H: -4.07 1.59 -6.43
H: -0.73 5.38 2.04
H: -3.70 -5.82 3.64
H: -7.00 2.17 0.91
H: 3.71 -5.82 -6.23
H: 2.27 -8.73 4.79
H: -7.77 -2.06 5.10
H: -4.49 5.23 -5.13
H: -1.94 4.99 -0.10
H: -7.09 -0.22 2.09
H: -3.94 -2.39 -3.84
H: 4.85 -3.93 1.69
H: 0.81 4.86 1.25
H: -6.63 1.77 -0.84
H: -2.25 3.33 -7.04
H: 4.36 7.28 3.09
H: 5.63 4.31 -4.08
H: -5.53 2.90 0.21
H: -2.08 7.15 -1.51
H: -1.24 0.46 0.06
H: 0.96 -3.10 -1.67
H: -0.16 2.48 1.83
H: 5.67 -3.79 -4.06
H: 5.65 2.23 5.36
H: 4.57 -3.58 -2.65
H: 2.71 0.36 -6.80
H: 5.51 -5.23 0.72
H: 3.38 0.86 -3.54
H: -6.18 -2.47 -2.90
H: 4.02 3.20 -0.67
H: 7.53 3.52 2.82
H: -0.87 3.66 0.06
H: 4.96 2.38 1.86
H: 2.84 2.13 -7.10
H: 2.14 -9.36 3.08
H: -4.16 -2.59 0.33
H: 2.50 -0.61 -4.36
H: 6.39 -0.13 2.08
H: 2.99 3.09 5.15

***

# 2
C5H14 | the ωB97M-V functional and the def2-TZVPD basis

The calculation puts the HOMO-LUMO gap at 12.52 eV. The value obtained for the largest force on an atom is 1.7 eV Å⁻¹. Its SMILES is CCC.CC. The electronic energy is -5411.687 eV. Its net charge is 0. Its spin multiplicity is 1. As for the energy above the lowest of the compared OMol25 structures with the same formula, charge and spin: 35.0 kJ/mol.

Cartesian coordinates (Å):
C: 0.91 -2.01 -1.88
C: -0.34 0.58 2.71
C: 0.30 0.42 -1.43
C: -0.22 -1.00 -1.56
C: -0.68 1.89 1.95
H: 0.63 -3.04 -1.64
H: -0.24 1.02 -0.70
H: 0.60 0.17 2.34
H: -1.18 2.54 2.68
H: -0.97 -1.15 -2.32
H: -0.22 0.77 3.77
H: 1.79 -1.81 -1.27
H: 1.16 -2.01 -2.90
H: 0.17 0.94 -2.38
H: 1.37 0.46 -1.21
H: -1.18 -0.10 2.61
H: -1.42 1.74 1.17
H: 0.23 2.38 1.63
H: -0.63 -1.35 -0.62

***

# 3
CH5OPS | the ωB97M-V functional and the def2-TZVPD basis

The calculation puts the HOMO-LUMO gap (alpha / beta) at 8.56 / 7.26 eV. The value obtained for the largest force on an atom is 4.7 eV Å⁻¹. The electronic energy is -23286.121 eV. Its net charge is 0. Its spin multiplicity is 1. As for the energy above the lowest of the compared OMol25 structures with the same formula, charge and spin: 397.2 kJ/mol.

Cartesian coordinates (Å):
S: 1.62 2.52 -0.79
P: 0.02 1.52 0.15
O: 0.90 0.16 0.38
C: 0.40 -1.11 0.79
H: 1.15 -1.68 0.45
H: -0.60 -1.19 0.24
H: 1.06 3.73 -0.98
H: 0.23 -1.30 1.83
H: -1.78 0.94 -1.54

***

# 4
C5H6N2O | the ωB97M-V functional and the def2-TZVPD basis

The calculation puts the HOMO-LUMO gap at 10.54 eV. The value obtained for the largest force on an atom is 7.9 eV Å⁻¹. Its SMILES is C#C[C@H]1CN1NC=O. The electronic energy is -10304.528 eV. Its net charge is 0. Its spin multiplicity is 1. As for the energy above the lowest of the compared OMol25 structures with the same formula, charge and spin: 489.7 kJ/mol.

Cartesian coordinates (Å):
O: -3.19 0.72 0.02
N: -0.11 -1.05 -0.25
N: -1.08 -0.19 0.29
C: -2.27 -0.07 -0.21
C: 1.22 0.96 -0.38
C: 1.02 -1.20 0.58
C: 1.05 -0.41 -0.60
C: 1.24 2.13 0.14
H: -2.41 -0.89 -1.05
H: 0.94 -0.76 1.67
H: -0.63 0.67 0.54
H: 1.30 3.17 0.31
H: 1.60 -0.87 -1.57
H: 1.34 -2.19 0.50

***

# 5
C4H7N2O | the ωB97M-V functional and the def2-TZVPD basis

The calculation puts the HOMO-LUMO gap (alpha / beta) at 7.15 / 8.66 eV. The value obtained for the largest force on an atom is 3.9 eV Å⁻¹. The electronic energy is -9278.485 eV. Its net charge is +1. Its spin multiplicity is 3. As for the energy above the lowest of the compared OMol25 structures with the same formula, charge and spin: 0.0 kJ/mol.

Cartesian coordinates (Å):
O: -0.50 0.09 -0.96
N: 2.71 -0.66 -0.90
N: 1.56 0.51 0.79
C: -4.04 0.12 0.28
C: 2.60 -0.07 0.29
C: -2.84 -0.09 -0.13
C: -1.66 0.05 -0.65
H: 3.57 -1.18 -0.99
H: 0.68 0.73 0.34
H: -4.31 0.45 1.24
H: 1.51 1.07 1.66
H: 2.15 -0.42 -1.77
H: -4.87 -0.35 -0.19
H: 3.46 -0.25 1.00

***

# 6
C5H9O3 | the ωB97M-V functional and the def2-TZVPD basis

The calculation puts the HOMO-LUMO gap at 7.28 eV. The value obtained for the largest force on an atom is 2.5 eV Å⁻¹. Its SMILES is O=C([O-])CCCCO. The electronic energy is -11474.410 eV. Its net charge is -1. Its spin multiplicity is 1. As for the energy above the lowest of the compared OMol25 structures with the same formula, charge and spin: 80.0 kJ/mol.

Cartesian coordinates (Å):
O: -1.35 1.05 -3.22
O: 1.08 -2.21 1.70
O: 1.84 -0.08 1.76
C: -0.56 0.71 0.37
C: 0.97 -0.99 1.64
C: -0.48 1.29 -2.07
C: -0.45 -0.33 1.45
C: -0.59 0.16 -1.05
H: -1.14 -1.19 1.31
H: -0.81 0.02 2.42
H: -1.21 1.57 0.57
H: -2.27 1.05 -2.93
H: 0.17 -0.59 -1.26
H: 0.42 1.21 0.47
H: -0.78 2.29 -1.72
H: 0.49 1.44 -2.53
H: -1.59 -0.24 -1.19

***

# 7
C2H7O4P3 | the ωB97M-V functional and the def2-TZVPD basis

The calculation puts the HOMO-LUMO gap at 9.02 eV. The value obtained for the largest force on an atom is 4.5 eV Å⁻¹. Its SMILES is COPOP(C)OP=O. The electronic energy is -38245.305 eV. Its net charge is 0. Its spin multiplicity is 1. As for the energy above the lowest of the compared OMol25 structures with the same formula, charge and spin: 0.0 kJ/mol.

Cartesian coordinates (Å):
P: -2.32 -0.27 -1.65
P: 0.16 -2.48 -0.13
P: -2.00 -0.99 1.41
O: -2.64 -0.77 -0.10
O: -0.45 -1.31 0.87
O: -1.68 1.00 -1.73
O: 1.59 -1.84 -0.56
C: -1.60 0.78 1.64
C: 1.53 -0.68 -1.33
H: 2.62 -0.24 -1.55
H: -2.35 1.32 2.15
H: -1.37 1.28 0.68
H: -0.78 0.97 2.35
H: -0.41 -2.16 -1.46
H: 0.97 0.04 -0.87
H: 1.10 -0.78 -2.27

***

# 8
C2H3NO3 | the ωB97M-V functional and the def2-TZVPD basis

The calculation puts the HOMO-LUMO gap at 10.17 eV. The value obtained for the largest force on an atom is 3.9 eV Å⁻¹. The electronic energy is -9752.425 eV. Its net charge is 0. Its spin multiplicity is 1. As for the energy above the lowest of the compared OMol25 structures with the same formula, charge and spin: 353.6 kJ/mol.

Cartesian coordinates (Å):
O: 0.54 1.17 -0.60
O: -1.85 0.88 -2.31
O: 0.16 -1.52 1.52
N: 0.00 -0.72 0.39
C: -1.62 1.68 -1.57
C: 0.86 0.28 0.18
H: 1.03 -1.22 1.87
H: -0.87 -0.82 -0.23
H: 1.76 0.28 0.76

***

# 9
C38H30N8O3Y | the ωB97M-V functional and the def2-TZVPD basis

The calculation puts the HOMO-LUMO gap (alpha / beta) at 4.84 / 5.01 eV. The value obtained for the largest force on an atom is 1.1 eV Å⁻¹. The electronic energy is -58999.460 eV. Its net charge is +1. Its spin multiplicity is 1. As for the energy above the lowest of the compared OMol25 structures with the same formula, charge and spin: 18.2 kJ/mol.

Cartesian coordinates (Å):
Y: -0.14 0.23 0.07
O: -1.55 1.81 1.33
O: -2.36 1.09 -1.11
O: 0.19 2.77 -0.46
N: 2.97 0.65 -1.61
N: -1.96 -2.22 1.95
N: -1.25 -1.73 -0.29
N: -0.04 -0.75 2.12
N: 1.92 0.31 3.02
N: -0.95 -1.83 -2.68
N: 0.89 -0.54 -1.81
N: 2.06 0.49 0.62
C: -4.44 -5.02 -0.55
C: -4.15 -4.91 -1.91
C: -3.20 -4.00 -2.37
C: -0.18 -1.18 6.70
C: -0.57 3.74 0.25
C: -2.95 1.69 1.09
C: 6.50 1.65 0.99
C: -2.86 -3.33 -0.06
C: 1.97 0.11 -2.31
C: -1.31 -1.93 6.39
C: -1.00 3.10 1.56
C: 0.19 -0.75 4.40
C: -0.95 -1.50 4.08
C: 0.13 -1.05 -2.81
C: 5.54 1.40 0.02
C: -1.52 -2.19 -1.55
C: 0.40 -0.94 -5.40
C: 0.76 -0.31 3.13
C: 2.38 0.29 -6.08
C: 6.19 1.56 2.35
C: 0.74 -0.68 -4.08
C: -3.27 1.89 -0.37
C: 2.74 0.54 -4.76
C: -3.80 -4.24 0.39
C: -1.72 -2.11 5.07
C: 4.91 1.22 2.78
C: 3.04 0.73 -0.30
C: -2.64 1.13 -2.52
C: 1.90 0.05 -3.76
C: -2.00 -2.38 0.64
C: 0.59 -0.59 5.71
C: -1.06 -1.51 2.63
C: -2.56 -3.21 -1.43
C: 1.23 -0.44 -6.39
C: 0.78 3.33 -1.64
C: 4.26 1.08 0.44
C: 2.55 0.59 1.89
C: 3.95 0.99 1.80
H: -2.52 2.15 -2.90
H: -3.66 0.79 -2.71
H: -0.49 -1.52 -5.64
H: 1.48 -0.02 5.96
H: -3.50 2.39 1.73
H: 7.51 1.90 0.70
H: -5.18 -5.74 -0.24
H: 4.67 1.14 3.83
H: 0.05 4.62 0.47
H: -1.95 0.46 -3.01
H: 0.11 -1.07 7.74
H: -1.42 4.07 -0.35
H: -3.18 2.94 -0.67
H: 3.64 1.09 -4.52
H: 1.00 -0.62 -7.43
H: -4.30 1.58 -0.57
H: 1.41 2.57 -2.09
H: -4.02 -4.33 1.45
H: -0.13 2.94 2.20
H: -2.58 -2.70 4.82
H: 3.01 0.65 -6.88
H: 0.01 3.65 -2.34
H: -1.88 -2.38 7.19
H: -2.95 -3.92 -3.42
H: -1.71 3.73 2.10
H: 1.41 4.19 -1.37
H: -3.21 0.67 1.40
H: 5.77 1.45 -1.04
H: -4.66 -5.54 -2.62
H: 6.96 1.75 3.08